225
Properties=species:S:1:pos:R:3:forces:R:3 method="wB97M-V/def2-TZVPD" e_lumo_ev=-9.01 homo_energy_ev=-11.8 orbital_gap_ev=2.826 total_charge=+5
H -6.0001 -5.3915 -9.5205 0.561 -0.181 0.025
F 5.2102 -4.8830 1.8387 0.280 0.479 -0.023
O 3.0161 -4.5167 3.5634 -0.028 1.131 -0.140
H 10.3080 -3.4300 -6.7485 1.308 -0.084 -1.588
H -0.2605 13.9647 -3.8935 -0.090 0.318 0.569
F 2.7304 -1.7879 -1.8326 0.349 0.503 -0.200
C -2.2796 -0.7391 3.2220 -0.510 -1.130 1.664
H 2.8582 8.3467 -2.9910 0.092 0.110 0.415
C 1.9737 -6.3952 8.6571 0.226 -0.916 -0.761
N 1.3671 -5.8638 7.3813 -0.996 -1.200 0.617
H -4.1412 -2.4923 -8.9276 0.098 -0.371 -0.626
H 6.3983 -2.1370 -10.0843 0.702 -1.150 0.656
H 1.1556 7.9490 -2.9167 0.331 -0.429 -0.060
H 4.2596 -1.5997 8.0693 -0.357 -0.295 0.499
H -9.0694 -3.8115 -7.1057 -0.542 -0.602 0.296
H -1.6432 -3.1512 6.0810 -0.200 -0.002 0.005
H 1.0426 10.3199 -3.2720 -0.262 0.376 0.383
H -4.1808 -6.3125 -7.6899 0.165 0.174 0.213
C -6.6553 3.0303 5.8321 0.211 1.328 0.285
H -1.5798 -1.9024 0.2544 0.467 0.677 0.820
H -7.8784 2.0818 3.1772 0.018 0.069 -0.115
H 0.7291 13.9743 -0.3834 0.507 0.087 -0.230
H 4.0160 0.7163 -9.9741 0.066 -0.653 0.388
H -2.4005 -4.0468 -3.4278 -0.017 -0.340 0.482
H -5.7928 -4.2835 2.3271 -0.371 -0.144 0.846
C -4.2313 -2.9580 -7.9626 0.163 -0.460 0.550
H -5.3920 -2.5334 2.5989 0.009 -0.117 0.275
S 2.1557 -1.8795 0.7810 2.546 -0.580 -1.514
C 0.3672 -2.4321 6.2633 0.401 0.800 0.923
H -4.9143 -2.3144 -7.4444 -0.056 0.359 0.663
H 0.2200 -4.4244 5.5642 -0.728 -0.583 0.134
H 1.8863 15.3590 -3.9121 -0.197 -0.483 0.163
N 0.9267 13.0840 -2.3451 -1.142 -0.269 0.655
H 2.1905 12.7354 -4.0458 -0.425 -0.303 -0.201
C -6.9027 2.3731 3.5708 -1.608 -0.564 -0.692
H -6.1084 3.7238 6.5225 -0.983 -0.482 -0.456
C 2.4453 14.7725 -3.1711 0.011 -1.096 -0.324
C -5.0995 -4.7683 -9.4290 -1.861 0.466 -0.502
C -6.3822 1.1928 4.3541 1.325 1.784 1.065
H -3.9858 -4.8768 -3.2010 0.456 0.407 0.409
C 3.9180 1.4313 2.9696 -0.957 0.329 -1.471
C 8.6816 -0.6702 -6.6395 1.154 -1.469 0.937
H -1.0848 13.0699 -2.4745 -0.024 0.470 -1.040
O 0.7323 -1.7489 0.7280 -0.132 0.208 -0.201
H 2.1283 16.2533 -1.5114 -0.584 -1.571 -0.435
H 2.8618 -5.8045 8.8185 0.192 0.054 0.418
H -0.1774 11.4927 -1.4594 -0.060 0.274 0.305
H 2.6470 -4.2057 7.3591 -0.675 0.039 0.332
H 6.1301 0.2456 -11.3084 -1.871 0.359 0.381
C -3.1286 -4.4008 -2.6801 -1.203 0.836 1.372
H 9.0974 0.3241 -6.5980 0.131 0.188 -0.042
H 0.9874 -8.5683 6.7189 -0.002 0.212 0.222
H -5.5931 0.6734 3.8290 -0.077 -0.564 0.046
C 2.8516 -2.6641 -0.8259 -0.587 1.855 0.407
H -0.6461 -5.9526 6.6210 0.184 -0.199 -0.024
H 0.9581 0.8207 4.7169 0.440 0.540 -0.320
H 1.4435 -6.5407 5.3654 -0.230 0.088 -0.269
H 1.2143 -6.2380 9.3984 0.111 0.062 0.730
S 3.4138 -3.2988 2.8720 1.014 -1.283 1.017
C -4.6523 -0.9595 7.9659 -0.383 -0.348 0.384
O -1.9451 -2.1616 3.1785 1.338 1.111 1.650
H 4.6252 1.4110 7.4683 0.089 -0.865 -0.407
H 4.7436 0.1692 5.2134 -0.856 0.019 0.151
O -3.1375 -0.4673 2.3540 0.157 0.187 -0.289
F 4.1576 -2.9569 -0.6830 -1.320 -0.215 -0.207
H 2.6218 -8.7015 6.3312 1.126 -0.780 -0.372
H 9.8774 -1.1583 -9.8358 -0.738 0.374 -0.250
H 0.3336 -1.8496 5.3707 0.246 0.314 -1.009
C 4.0774 0.4583 7.2427 0.598 0.338 0.569
C -4.0950 -3.6983 1.3427 0.423 0.086 -0.406
H -5.5024 -2.9231 7.5134 0.194 0.087 0.509
C 2.3124 -7.8854 8.3516 2.039 1.087 -0.738
H -6.1371 -3.7700 -6.4948 -0.381 -0.470 0.499
H 0.7273 9.1710 -0.8447 -0.995 -0.234 0.172
C -1.0525 -2.5549 6.7738 0.052 0.571 0.099
H 3.1605 0.6630 7.8115 -0.102 -0.588 -0.091
O 2.9906 -0.7005 0.9255 -0.897 -0.400 0.302
H -4.4093 -5.2618 -6.2028 0.338 -0.289 -0.994
C 3.2043 1.7100 5.3044 0.018 -0.644 -0.282
H 4.0561 0.3463 2.8090 -0.233 0.601 0.324
H 3.0569 -0.3732 5.5343 -0.268 -0.903 -0.253
H -7.6941 -3.7252 -0.4065 -0.188 0.136 -0.441
H -0.3517 12.2793 -3.8599 0.340 -1.379 -0.450
H -5.3099 -3.8854 -10.0181 0.198 -0.051 -0.442
C 7.3954 -0.6241 -8.6372 -0.651 0.027 -1.629
O -3.6739 -3.2224 -1.9319 0.480 -1.024 -1.183
H -4.6444 -0.6129 5.8450 0.524 0.067 -0.897
H -1.5699 -1.6150 6.9955 0.229 -0.041 -0.398
C 1.5292 10.6295 -2.3304 0.599 -1.918 -0.179
F 2.0963 -3.6798 -1.1739 0.237 -1.255 0.115
H 1.8846 -8.6045 8.9982 -0.487 -0.522 0.758
H 10.7387 -1.3726 -8.4592 0.468 -0.115 0.919
H -4.2306 -5.2736 -9.7236 1.181 -0.582 -0.675
C 9.4274 -1.8169 -5.8730 -0.501 2.656 4.027
C 2.1569 13.2401 -3.0940 1.742 1.340 -0.381
N 2.7422 1.7497 3.8945 0.289 0.430 0.137
H -7.8221 -4.1457 1.3102 0.490 -1.112 -1.285
H 3.4893 14.8714 -3.4405 0.236 0.243 0.112
H 8.7455 -2.1031 -5.0701 0.128 0.893 0.561
H 7.7161 0.3951 -8.8070 -0.531 0.502 -0.082
C -2.6483 -4.6944 -7.3107 -0.670 -0.729 1.202
H -2.0232 -4.9557 -8.1247 0.145 -0.436 -1.201
H 1.3788 11.8204 -0.6106 -0.343 0.515 -0.429
H 4.7876 1.9100 3.3764 0.398 -0.095 0.750
H -8.0810 3.9488 4.6028 -0.015 0.012 -0.492
H 10.1144 0.2974 -8.7233 -0.489 -1.337 -0.145
C 2.1328 15.1351 -1.7494 0.144 1.237 1.601
C -5.3148 -0.3800 6.6374 -1.128 -1.530 2.237
H -0.9946 -3.0543 7.7093 -0.362 -0.775 0.994
H -4.1405 3.1927 6.0999 0.129 -1.095 -0.613
H -2.9977 -1.2655 -1.7020 0.378 -1.298 0.697
H -1.8451 -3.6020 0.0552 -0.202 -0.219 0.071
H 5.4833 -1.1801 6.8814 -0.447 0.454 1.174
C -7.1130 -4.0814 0.4238 -1.724 1.039 1.718
H 2.3936 9.4668 -0.7135 0.845 0.652 1.039
C 8.5137 -2.6635 -7.8875 1.138 -0.911 0.026
H 1.5918 3.0778 1.5116 -0.027 -0.013 0.142
H -6.6199 -5.0073 0.1238 0.340 0.091 0.408
H 8.8235 -3.2115 -8.7745 -0.261 0.186 -0.179
H 2.9076 4.2406 1.7221 -0.467 0.006 0.273
C 2.0432 8.1339 -2.2941 -1.998 1.723 -0.529
H 10.4063 -1.6598 -5.3156 -1.063 0.350 -1.313
H -0.0986 14.8313 -1.6377 0.692 -0.051 -0.166
N -5.7329 1.8969 5.5886 -0.272 -0.310 -0.669
H -9.8793 -1.5606 -6.7394 -0.431 0.149 -0.910
H -4.3452 -2.2580 0.0011 -0.028 0.067 -0.091
C 5.1647 -3.6783 2.4362 -1.293 -0.072 -2.431
H 3.0724 3.9323 3.9849 0.198 -0.425 0.638
C -4.0259 -5.3196 -7.2583 -1.701 1.418 -0.050
H -1.7889 -2.5079 -2.0909 0.917 0.215 -0.534
C 3.7814 0.3832 5.7345 1.014 0.859 0.713
C 4.8901 -0.7869 7.7687 0.675 1.338 -1.874
H -2.0383 -2.7481 -7.8247 0.426 0.782 -0.429
C 3.5928 2.2178 1.6668 -1.466 -1.183 0.552
H 2.3520 1.9896 5.8840 -0.607 0.074 0.638
H 3.5912 -1.0145 -9.6311 1.691 0.389 -0.823
H -6.8012 -2.4383 -8.6875 -0.543 -0.653 0.885
H 2.5752 10.7945 -2.6331 -0.383 0.339 0.296
C -2.6456 -2.3298 -1.4815 -0.667 0.246 -1.626
H 0.8272 1.1902 3.0249 -0.235 0.589 -0.853
H 3.8860 2.5157 5.3544 1.107 0.674 0.427
C 1.5212 0.8810 3.7666 0.110 -1.462 0.750
C -9.3339 -1.7847 -7.6779 -0.555 0.280 1.401
H -3.6439 1.7117 5.0971 0.566 -0.689 0.071
C -6.3237 -4.2731 -7.4382 -0.624 2.295 -0.935
H -1.3133 -2.3164 3.9570 -1.285 0.433 -1.688
H 4.4655 2.6409 1.2197 0.570 0.226 -0.153
N 2.5918 -3.1494 1.5791 -0.575 -0.324 0.532
H -7.7616 -3.8353 -9.1318 0.249 0.111 0.594
H 7.4879 -2.8586 -7.6337 -0.547 0.042 -0.247
H -4.2871 -4.4374 0.6041 0.200 -0.897 -0.822
H 0.9576 -4.0407 8.1469 0.749 0.357 0.367
H 4.5532 3.1436 -14.0839 0.046 -0.258 0.301
C 9.8967 -0.8089 -8.8079 0.515 0.772 -0.229
C -2.2884 -2.6208 -0.0716 -1.545 0.143 0.026
C -8.4816 -2.9365 -7.2713 2.917 0.265 0.484
H -2.8425 -2.7756 -6.2720 -0.067 0.303 0.604
H 3.9069 -0.1579 -11.2793 -0.755 -0.682 -0.020
H -6.4553 4.4342 4.1503 0.222 0.225 -0.102
H -7.5763 2.6293 6.2517 0.292 -0.017 0.488
C 2.5230 3.2655 2.0435 0.470 0.580 0.079
H -6.6681 1.0705 7.2989 -0.288 0.344 -0.140
H -3.3099 -4.0383 2.0016 -0.178 -0.032 0.587
C 5.6484 -0.3517 -10.5009 5.365 0.321 -1.247
C 1.9737 -6.6691 6.2935 0.338 -0.618 0.466
H -3.5384 -1.7086 1.4101 0.353 -0.251 -0.585
H 3.1087 1.5466 0.9634 0.414 -0.143 -0.154
H -4.4739 3.0926 4.4039 -0.065 0.093 -0.678
H 1.0087 -1.8149 6.9587 -0.578 -0.679 -0.464
C -0.2623 13.1099 -3.2166 -1.124 0.824 0.785
H 2.2323 7.2773 -1.7054 0.357 -0.899 0.576
H -3.8424 -2.8734 7.0359 -0.232 0.613 0.464
F 5.5857 -2.7205 1.5635 0.088 -0.678 0.557
C -0.1080 -6.1567 7.5466 0.086 0.245 -0.905
H 2.9035 12.7959 -2.4357 0.402 0.229 -0.322
H -2.2131 -5.2505 -6.4712 0.669 0.980 0.250
H 5.5949 -0.4479 8.5431 -0.397 -0.534 -0.140
C 6.8631 -1.1655 -10.0847 -0.650 0.526 1.362
C -7.0600 3.5992 4.4659 0.452 -0.315 0.876
H -6.2883 2.4745 2.7170 0.695 0.759 -0.867
H -0.3797 -5.3840 8.2376 -0.812 -0.187 0.693
H -7.1908 0.6157 4.7257 -0.360 -0.936 0.405
C 4.2828 -0.3521 -10.2491 -3.241 1.792 -0.004
H -0.3117 -7.1854 7.8746 0.302 0.568 0.055
F 5.9218 -3.6867 3.4755 0.861 0.072 1.219
H -4.2046 -3.0273 8.7320 0.019 -0.092 0.778
H 7.6491 -0.6883 -6.2725 0.372 0.283 -0.288
H 1.6966 -3.8069 5.2951 1.522 0.309 -1.130
C 2.3798 3.2029 3.5808 -0.238 -0.843 -1.686
C 0.9619 -3.8102 6.0337 0.011 0.374 0.772
H -6.6372 -5.2980 -7.3685 -0.488 -0.314 0.343
O -6.3160 -2.9825 0.8617 1.078 -0.070 -0.776
C -4.5281 -2.5275 7.8458 -0.018 0.863 -1.785
C 9.3547 -2.9781 -6.6870 -0.561 -6.292 0.879
C 0.8602 14.3259 -1.4138 -0.761 0.368 0.045
C 1.5599 -4.4099 7.3171 -0.552 0.533 -1.150
H 1.3770 3.3303 3.9655 -0.124 0.366 0.049
H -9.9721 -2.0707 -8.4905 -0.647 0.026 -0.252
H 2.9807 -6.2757 6.1809 0.213 -0.133 -0.168
C 1.6067 9.3642 -1.4107 1.355 -0.403 -2.226
H -2.7547 -5.1186 -1.9078 0.188 0.473 -0.984
C -7.3536 -3.3163 -8.2351 1.031 -1.044 -0.821
O -1.8416 -0.0683 4.1808 -0.035 -0.706 -1.349
H -5.0027 1.5424 7.5142 -0.130 0.137 -0.242
H 7.6336 -1.1032 -10.8984 -0.595 -0.027 1.042
C -2.8456 -3.1587 -7.2696 -1.226 -1.738 -0.208
H 3.4295 -7.9702 8.3985 -0.974 -0.096 0.362
C -4.3716 2.4696 5.2700 -0.974 1.157 1.068
N 8.6788 -1.2001 -8.0491 -2.037 0.563 -0.395
N -3.6110 -2.5101 0.6613 1.103 1.338 0.776
O 3.6436 -2.0742 3.5912 -0.800 0.559 0.628
H -5.2996 -0.7921 8.8942 0.664 0.128 -1.365
C 1.9627 -8.0981 6.8868 -1.301 1.159 -0.591
C -5.7020 1.0712 6.8112 0.994 -0.637 0.950
H -6.2774 -0.9695 6.5274 1.174 0.490 -0.325
C -5.4328 -3.3639 1.8959 -0.473 -0.010 0.510
H -7.8905 -2.7330 -6.3285 -1.154 0.104 -0.489
H -3.6792 -0.4247 8.1680 -0.827 -0.702 -0.280
C 0.8693 11.7538 -1.5895 0.721 0.052 0.012
H 6.5720 -0.6325 -7.8485 1.177 -0.284 -1.251
N -4.9776 -4.3234 -8.0464 2.141 0.023 0.550
H -8.8314 -0.8686 -7.9460 0.556 0.122 -0.136
H 2.9228 14.7481 -1.0931 0.024 0.039 -0.186
H 8.9284 -4.0075 -6.0476 0.374 3.008 -1.814
H 1.7811 -0.1675 3.5645 0.404 0.454 -0.163